Record 1
Computed, not measured: a structure of composition C16H30N2O2P2W, with the ωB97M-V functional and the def2-TZVPD basis.

Output
Lowest unoccupied orbital energy (spin up / spin down) in eV: -0.62 / -0.46
<S²>: 2.02
HOMO (spin up / spin down) in Eh: -0.1820 / -0.2499
Calculated total energy in eV: -44550.2274
Spin multiplicity: 3

Element x y z (Å)
W  -0.2433  0.9902  -0.2710
P  2.0921  0.1909  -0.9974
P  -1.9450  0.5616  1.5766
N  -0.8541  0.5475  -1.9041
H  1.8946  -1.7170  3.3517
C  2.3635  -1.5867  -0.6749
H  3.3929  -1.8827  -0.9373
H  1.6604  -2.1879  -1.2688
H  2.1958  -1.7738  0.3932
C  3.6155  1.0101  -0.4375
H  4.5018  0.5566  -0.9080
H  3.6852  0.9143  0.6523
H  3.5659  2.0720  -0.7081
C  2.1905  0.3398  -2.8214
H  3.1786  0.0234  -3.1904
H  2.0262  1.3865  -3.1029
H  1.4147  -0.2702  -3.2981
C  -2.9975  -0.8298  1.9683
H  -4.0247  -0.4865  2.1495
H  -2.6036  -1.2948  2.8797
H  -3.0033  -1.5613  1.1510
C  -2.1238  1.7736  2.8956
H  -3.1857  2.0622  2.9440
H  -1.5218  2.6712  2.6923
H  -1.8242  1.3220  3.8525
C  -2.6012  1.3523  0.0993
H  -3.3523  2.0223  0.5411
H  -3.1027  0.6605  -0.5836
H  -1.8877  2.0508  -0.4595
C  -1.3935  0.4773  -3.1617
C  -2.2685  -0.8603  -4.9842
C  -1.7048  -0.7886  -3.7161
C  -1.6732  1.6566  -3.8946
C  -2.2457  1.5664  -5.1590
C  -2.5376  0.3088  -5.7146
H  -2.5054  -1.8379  -5.4089
H  -1.4939  -1.6765  -3.1146
H  -1.4400  2.6284  -3.4422
H  -2.4707  2.4703  -5.7231
H  -2.9800  0.2366  -6.7086
C  1.6308  -0.6067  3.0987
O  2.3552  -0.0581  2.1966
C  2.3905  -2.8956  3.4471
H  2.9511  -3.0025  4.3823
H  3.0598  -2.9957  2.5904
H  1.5765  -3.6250  3.3887
C  1.7476  0.2134  4.4376
H  1.1765  -0.2349  5.2535
H  1.3709  1.2203  4.2481
H  2.8020  0.3093  4.7001
O  -0.6695  -0.8996  3.5519
C  0.1176  -0.5127  2.6931
N  -0.3026  -0.0106  1.4552

---

Record 2
Computed, not measured: a cluster of 2 separate species, C16H30N2O4P in total, with the ωB97M-V functional and the def2-TZVPD basis.

Output
Lowest unoccupied orbital energy in eV: -3.21
Net charge: +1
HOMO in Eh: -0.4259
Calculated total energy in eV: -37526.9734
Spin multiplicity: 1

Element x y z (Å)
C  0.3442  2.6730  2.7828
C  0.1909  1.5149  1.7308
C  0.4706  1.8829  0.2323
C  0.8696  3.3449  -0.0526
C  1.1839  3.7072  -1.6013
C  0.1609  4.7816  -2.2195
C  0.5870  6.3173  -2.0425
N  2.0606  6.5782  -2.1567
C  2.9283  5.6482  -1.3576
C  2.7432  4.1000  -1.7187
N  1.0119  4.4172  0.8757
C  0.7713  4.0506  2.2326
H  0.1722  2.4511  3.8836
H  -0.1066  0.4663  2.0482
H  0.3906  1.0655  -0.5550
H  1.0517  2.7435  -2.2264
H  0.0838  4.5523  -3.3517
H  -0.9197  4.6646  -1.8284
H  0.1088  6.7552  -1.0921
H  0.0915  6.8919  -2.9162
H  2.3989  6.6311  -3.1419
H  2.2219  7.5360  -1.7734
H  4.0216  5.9200  -1.6244
H  2.8174  5.8936  -0.2460
H  3.2915  3.4627  -0.9270
H  3.1494  3.8956  -2.7805
H  0.9095  4.8841  3.0167
O  0.3591  -5.2512  1.1111
P  -0.6435  -4.4542  0.2708
O  -2.0126  -4.9949  1.0554
C  -2.0548  -5.0974  2.4743
C  -2.3044  -3.7554  3.1375
O  -0.6907  -5.4836  -1.0221
C  0.3504  -6.4224  -1.2589
C  0.0224  -7.7579  -0.6166
O  -1.6570  -3.4673  -0.6896
C  -2.4747  -2.4604  -0.1278
C  -1.6664  -1.2824  0.3748
H  -1.1465  -5.5543  2.8730
H  -2.8772  -5.7762  2.7180
H  -1.5357  -3.0294  2.8611
H  -2.3089  -3.8595  4.2249
H  -3.2723  -3.3466  2.8361
H  1.3140  -6.0348  -0.9195
H  0.4294  -6.5550  -2.3418
H  -0.1981  -7.6588  0.4475
H  0.8534  -8.4568  -0.7342
H  -0.8668  -8.1930  -1.0805
H  -3.1220  -2.8697  0.6453
H  -3.1407  -2.1149  -0.9250
H  -0.9038  -1.6043  1.0927
H  -2.3168  -0.5496  0.8551
H  -1.1406  -0.7993  -0.4527

---

Record 3
Computed, not measured: a cluster of 4 separate species, C16H30N2O4S2 in total, with the ωB97M-V functional and the def2-TZVPD basis.

Output
Lowest unoccupied orbital energy in eV: 0.21
SMILES string: O=S1(=O)CCCC1.O=S1(=O)CCCC1.CCCC#N.CCCC#N
Energy relative to the best compared isomer or geometry (same formula, charge and spin) in eV: 0.8113
HOMO in Eh: -0.3535
Calculated total energy in eV: -49916.9823
Spin multiplicity: 1

Element x y z (Å)
O  10.1740  -16.8241  -12.7513
S  11.2553  -16.4737  -11.8449
O  11.4540  -15.1274  -11.3179
C  11.1972  -17.4704  -10.3365
C  12.1855  -18.6216  -10.5272
C  13.4264  -18.0492  -11.2121
C  12.8903  -17.1526  -12.3314
H  10.1931  -17.8783  -10.1937
H  11.3629  -16.8506  -9.4598
H  12.3657  -19.1420  -9.5867
H  11.8203  -19.4080  -11.1930
H  13.9832  -18.8653  -11.6707
H  14.0923  -17.4928  -10.5539
H  12.7346  -17.7324  -13.2487
H  13.4475  -16.3231  -12.7705
O  7.0570  -11.6974  -14.0916
S  8.4754  -11.7874  -13.7770
O  9.4594  -11.8366  -14.8327
C  8.9310  -10.5817  -12.5320
C  8.5339  -11.2107  -11.2326
C  9.0015  -12.6776  -11.2315
C  8.8089  -13.2320  -12.6651
H  8.5496  -9.5892  -12.7587
H  10.0200  -10.5591  -12.6320
H  8.7744  -10.5548  -10.3952
H  7.4543  -11.3756  -11.1152
H  8.5836  -13.2799  -10.4289
H  10.0823  -12.7806  -11.0658
H  7.8872  -13.8158  -12.6451
H  9.5802  -13.8248  -13.1418
C  11.7960  -17.5383  -16.3961
C  10.6628  -18.3241  -17.0492
C  11.0331  -18.8664  -18.4252
C  11.2677  -17.7651  -19.3524
N  11.4556  -16.9081  -20.0859
H  12.7217  -18.1298  -16.3799
H  11.6267  -17.3592  -15.3319
H  12.1360  -16.5962  -16.8244
H  9.8003  -17.6723  -17.2165
H  10.2814  -19.0802  -16.3627
H  10.2667  -19.5774  -18.7392
H  11.9660  -19.4404  -18.4863
C  5.6094  -17.1799  -12.4073
C  6.9145  -17.9250  -12.7074
C  7.3338  -17.9429  -14.1914
C  7.7042  -16.5911  -14.6523
N  7.9826  -15.5283  -14.9852
H  5.5070  -16.9865  -11.3434
H  4.7505  -17.7269  -12.8006
H  5.6370  -16.2220  -12.9307
H  7.0175  -18.9104  -12.2620
H  7.6978  -17.2500  -12.3379
H  6.4946  -18.2941  -14.7983
H  8.2354  -18.5393  -14.3259

---

Record 4
Computed, not measured: a cluster of 2 separate species, C16H30N4O6PS in total, with the ωB97M-V functional and the def2-TZVPD basis.

Output
Lowest unoccupied orbital energy (spin up / spin down) in eV: -0.23 / -0.03
<S²>: 1.76
HOMO (spin up / spin down) in Eh: -0.2941 / -0.3182
Calculated total energy in eV: -55438.7556
Spin multiplicity: 2

Element x y z (Å)
C  2.7664  -0.2390  -0.5187
C  3.1603  1.0361  -0.0010
C  2.1347  2.1479  -0.0426
C  1.3152  2.4821  1.2942
O  1.2879  1.9218  2.2991
O  0.6377  3.6748  0.9589
C  1.1584  4.2704  -0.2501
N  1.2107  5.7340  -0.3044
P  -0.1775  3.8362  -1.5829
N  -1.4152  2.9088  -0.7854
O  0.4304  2.7844  -2.7411
C  2.5782  3.6090  -0.3397
S  3.4065  4.1372  1.2489
C  3.5207  3.9233  -1.5664
O  4.8465  4.2387  -1.0694
N  5.6471  3.1146  -1.1945
O  6.2882  2.9368  -0.2303
H  2.2371  -0.9795  0.1407
H  2.9587  -0.4820  -1.5811
H  4.1750  1.1922  0.4136
H  1.3233  1.7003  -0.6641
H  0.2432  6.0364  -0.1378
H  1.3354  5.9386  -1.3010
H  -1.0099  2.0768  -0.3468
H  -1.8506  3.4646  -0.0490
H  -0.0215  1.9232  -2.6950
H  2.8421  5.3308  1.5996
H  3.1698  4.8489  -2.0619
H  3.6610  3.0730  -2.2581
C  -3.4647  -1.6334  -0.2669
C  -2.0057  -2.1016  -0.4893
C  -1.9996  -3.4247  -1.2742
C  -2.4181  -4.6266  -0.4321
C  -1.5977  -4.7038  0.8498
C  -1.6112  -3.3964  1.6570
N  -1.2994  -2.2057  0.8185
O  0.0063  -2.2082  0.5768
C  -2.9869  -3.2241  2.3362
C  -0.6380  -3.5380  2.8355
C  -1.3963  -1.0092  -1.3819
H  -4.1634  -2.4596  -0.1381
H  -3.5408  -0.9763  0.6014
H  -3.8362  -1.0641  -1.1211
H  -0.9953  -3.6137  -1.6683
H  -2.6600  -3.3436  -2.1421
H  -3.4868  -4.5817  -0.2015
H  -2.2746  -5.5409  -1.0139
H  -1.9704  -5.5261  1.4673
H  -0.5673  -4.9665  0.5872
H  -3.0524  -2.2572  2.8393
H  -3.1370  -3.9956  3.0945
H  -3.8295  -3.3157  1.6557
H  0.3759  -3.7784  2.5155
H  -0.9567  -4.3467  3.4961
H  -0.6032  -2.6204  3.4276
H  -1.3847  -0.0437  -0.8679
H  -1.9861  -0.8935  -2.2939
H  -0.3799  -1.2453  -1.7007